(1)
Molecular formula: C9H15ClN2O
Method: DFT, ωB97M-V with the def2-TZVPD basis set

**Kohn-Sham gap (alpha / beta)**: 8.4 / 7.2 eV
**Energy relative to the best compared isomer or geometry (same formula, charge and spin)**: 45.4 kcal/mol
**Net charge**: 0
**Highest occupied orbital energy (alpha / beta)**: -8.1 / -7.8 eV

XYZ file:
```
28
Properties=species:S:1:pos:R:3:forces:R:3
Cl 0.8841 1.7469 1.5742 -0.48 -0.52 0.14
O 0.3735 -1.5289 -1.2175 0.71 0.44 -0.93
N -0.7366 2.1880 -1.4413 -0.65 0.75 -1.24
N 2.1195 -0.0095 -1.7562 -1.33 -2.54 -0.95
C -0.5904 -1.1084 1.9676 3.23 3.08 3.39
C -0.3075 0.8509 0.6242 0.51 -0.65 -0.51
C -2.4516 -0.6479 0.3060 -0.72 3.16 0.62
C 3.0902 0.8339 -1.1300 -0.55 1.51 -1.01
C -0.6780 1.5517 -0.4893 0.54 0.91 -0.80
C 1.0540 -0.5517 -1.1499 -0.16 0.50 1.67
C 2.6848 -0.8225 -2.8678 -0.12 -1.34 -0.28
C -1.3489 -0.0188 1.2559 -0.75 0.77 0.68
C -2.0176 0.9421 2.3403 -2.88 0.23 -4.29
H -1.3241 1.1826 3.0059 3.04 1.39 2.78
H 4.0505 0.3760 -1.3521 0.30 -0.04 1.17
H 2.7642 1.1334 -0.1344 0.66 -0.43 0.05
H 3.0819 1.7301 -1.7556 0.26 0.41 0.30
H 3.1753 -1.7290 -2.4412 -0.05 0.61 -0.02
H -3.0838 0.1569 -0.2493 1.11 -1.23 1.09
H 1.8448 -1.2997 -3.4767 1.21 1.31 0.37
H -1.9828 -1.2161 -0.4218 0.88 -1.24 -1.45
H -3.1338 -1.2814 0.8797 0.21 0.21 0.12
H 3.5072 -0.2592 -3.4056 -1.52 -0.46 0.26
H 0.4246 -1.3099 1.5539 -0.72 0.41 0.16
H -2.6894 0.3131 2.8285 -1.58 -0.86 0.97
H -0.4119 -0.7652 3.1295 -0.21 -0.87 -2.75
H -2.5892 1.9097 1.9708 1.29 -2.11 0.34
H -1.0172 -2.0080 2.0401 -2.22 -3.39 0.11
```
Forces are in eV/Å.

=====

(2)
Molecular formula: C9H15ClSi
Method: DFT, ωB97M-V with the def2-TZVPD basis set

**Kohn-Sham gap**: 8.3 eV
**Energy relative to the best compared isomer or geometry (same formula, charge and spin)**: 13.4 kcal/mol
**Net charge**: 0
**Highest occupied orbital energy**: -8.1 eV
**Structure (SMILES)**: CC1=C(C)[Si](C)(Cl)C(C)=C1C

XYZ file:
```
26
Properties=species:S:1:pos:R:3:forces:R:3
Cl 0.6014 -2.2607 2.8795 -0.24 1.91 -1.25
Si 0.2634 -0.1929 1.7781 0.29 -2.92 -0.60
C 1.1373 0.0407 -2.2253 -0.29 0.16 -0.65
C -0.8149 -0.1824 -0.5911 -0.70 1.18 1.91
C 0.2977 0.8466 3.2497 1.59 3.16 1.57
C 2.9196 -0.1215 0.1971 -0.26 -1.12 0.41
C -2.6163 -0.5754 0.9284 -3.09 0.06 0.45
C -1.2386 -0.3513 0.6666 2.08 0.24 0.35
C 1.4198 -0.0279 0.2788 -0.45 -0.36 0.57
C 0.6069 -0.0310 -0.8019 1.57 0.25 -0.84
C -1.7530 -0.1243 -1.6832 -1.51 -1.42 -1.04
H 1.2121 1.0826 -2.6205 -0.39 -0.56 0.41
H 2.1818 -0.2522 -2.1254 -0.31 -0.36 -1.00
H -2.8462 -0.0871 -1.4813 1.11 0.08 0.03
H 3.0690 -0.4058 -0.8982 1.05 0.62 1.95
H 3.2711 -1.0021 0.8918 -0.42 1.78 -1.32
H 0.3176 1.9802 3.1211 -0.03 -1.26 -0.61
H 3.3502 0.8577 0.5429 0.15 -1.09 -0.66
H -1.5435 0.5401 -2.4643 0.55 1.42 -0.91
H -0.5281 0.7624 3.9077 -1.23 -0.68 0.40
H -3.2606 -0.1417 0.1358 0.21 -0.02 0.86
H -2.9649 -0.1938 1.8812 -0.04 0.14 0.27
H -1.5689 -1.0753 -2.1458 -0.43 -0.92 -0.78
H -2.9053 -1.6209 0.9175 0.18 -0.49 0.13
H 1.1548 0.7387 3.9700 -0.43 -0.51 -1.05
H 0.5513 -0.5575 -3.0137 1.04 0.67 1.40
```
Forces are in eV/Å.

=====

(3)
Molecular formula: C9H15F2InNO7
Method: DFT, ωB97M-V with the def2-TZVPD basis set

**Kohn-Sham gap**: 7.2 eV
**Net charge**: -1
**Highest occupied orbital energy**: -5.0 eV

XYZ file:
```
35
Properties=species:S:1:pos:R:3:forces:R:3
In 3.0926 -1.0001 6.1737 -0.12 -0.49 0.04
F -1.2606 -2.0736 -0.7648 0.05 -0.11 -0.11
F -3.3372 2.2001 -2.9368 -0.12 -0.05 0.16
O 0.0008 1.1267 -3.5558 -0.16 -0.29 0.46
O -5.1054 1.8948 -6.9869 0.37 -0.05 0.49
O -0.4166 1.1988 -1.3376 0.13 -0.43 -0.78
O -4.5905 2.1916 -4.8067 0.07 -0.61 -0.19
O 1.5376 -1.6551 1.7245 1.31 1.63 1.45
O -3.3100 0.8582 -6.0946 -0.65 0.33 0.17
O -0.4781 -0.7714 -2.4267 0.27 0.62 0.03
N 0.9454 0.2217 2.9597 1.53 -0.72 -0.31
C 1.9527 -0.7665 2.4769 -0.69 -0.64 -0.63
C -0.2748 0.5702 -2.5340 0.21 0.74 -0.42
C -0.4106 -1.0541 -1.0386 -0.21 -0.72 0.36
C -3.7914 1.4093 -3.9401 0.11 0.49 0.38
C 3.4398 -0.6174 2.9962 -0.07 -0.13 0.41
C -0.8756 0.2189 -0.4082 -0.07 0.39 1.02
C -2.6704 0.9620 -4.8250 0.74 -0.47 -0.08
C -4.3999 1.6708 -6.0520 -0.40 0.15 -1.12
C 3.7882 -1.7380 4.1139 -0.47 -0.05 -0.38
H -4.3907 0.5942 -3.5243 0.01 0.14 0.14
H 0.7529 -0.0919 3.9276 -0.03 0.33 -0.26
H -0.4418 0.3771 0.5808 0.11 0.08 -0.12
H 4.1631 -0.6324 2.1229 -0.96 -0.12 0.79
H 4.9050 -1.9613 4.1198 -1.48 0.19 -0.21
H -2.2526 0.0039 -4.5167 -0.07 0.02 -0.24
H -1.8628 1.6938 -4.8838 -0.17 0.02 0.18
H -1.9648 0.2761 -0.3282 0.04 -0.20 -0.14
H 4.1255 0.3204 6.8153 -0.18 -0.19 -0.21
H 1.4670 1.1011 3.0540 -0.30 -0.32 0.37
H 2.9686 -2.4152 7.3119 0.14 0.37 -0.28
H 0.6096 -1.3408 -0.7714 -0.15 -0.14 0.07
H 3.5464 0.3807 3.5262 -0.18 -0.95 -0.92
H 3.1711 -2.6830 3.9333 1.13 1.12 -0.06
H 1.3679 -0.4696 5.8955 0.27 0.06 -0.05
```
Forces are in eV/Å.

=====

(4)
Molecular formula: C9H15F7InO3
Method: DFT, ωB97M-V with the def2-TZVPD basis set

**Kohn-Sham gap**: 7.4 eV
**Net charge**: -1
**Highest occupied orbital energy**: -5.0 eV

XYZ file:
```
35
Properties=species:S:1:pos:R:3:forces:R:3
In -3.8749 -0.4764 -0.2504 -0.13 -0.01 -0.35
F 6.8999 2.1107 -0.7649 -0.90 0.73 -0.34
F -0.7255 0.2262 3.0823 1.57 -3.97 -2.07
F 1.1290 -1.2222 2.2613 -4.52 0.87 0.93
F 6.6910 4.2811 -0.7064 -0.77 -0.74 -0.32
F -4.9433 -2.3095 -2.4483 -1.21 0.16 1.89
F -0.9755 -2.1585 2.8991 2.08 3.85 -1.73
F 6.5575 3.2218 -2.6080 -0.81 -0.07 1.17
O 0.4021 -0.7957 -0.1824 -1.10 -1.14 1.22
O 3.8326 3.2416 -1.9439 2.53 -0.36 1.59
O 4.4079 2.6287 0.1914 1.35 0.87 -1.78
C -1.9323 -1.6795 0.0774 -0.04 -0.91 0.16
C -0.3621 -0.9796 2.2543 0.45 -0.24 0.85
C 2.4734 1.1671 0.0534 0.17 0.18 -0.15
C 6.1981 3.1537 -1.2951 2.36 0.01 -0.49
C -5.2312 -3.4602 -0.1954 0.20 -0.33 0.02
C 3.0164 2.5043 0.5224 -0.97 -0.36 0.17
C -0.7922 -0.6996 0.7073 -0.48 -0.67 -1.81
C -5.3886 -2.0367 -1.0306 0.38 -1.05 0.98
C 4.6899 3.0130 -1.0945 -3.44 -0.15 0.33
H -5.8125 -3.4640 0.8340 1.04 0.34 -2.10
H 2.9428 2.5665 1.6133 0.39 0.04 -0.20
H -6.4854 -1.6328 -0.9715 1.83 -1.16 -0.76
H -4.0961 -3.6953 0.0904 -2.42 0.64 -0.80
H 3.0755 0.3455 0.4542 -0.19 0.13 0.13
H -3.5660 0.8237 -1.5021 -0.04 -0.48 0.39
H -1.6415 -2.1154 -0.9954 -0.18 1.18 2.42
H 2.5108 1.0860 -1.0376 -0.16 0.10 0.16
H -1.1684 0.4188 0.6215 1.15 -2.26 0.48
H -5.6234 -4.3933 -0.7970 0.66 1.82 0.98
H -4.4181 0.3150 1.2794 0.14 -0.28 -0.23
H 1.4364 1.0364 0.3749 0.39 0.07 -0.09
H -2.2480 -2.5941 0.7305 1.00 1.72 -0.90
H 2.4403 3.3419 0.1129 0.29 -0.13 -0.12
H 0.5815 -1.7694 -0.3365 -0.63 1.62 0.38
```
Forces are in eV/Å.

=====

(5)
Molecular formula: C9H15FO5Pt
Method: DFT, ωB97M-V with the def2-TZVPD basis set

**Kohn-Sham gap**: 3.6 eV
**Net charge**: +2
**Highest occupied orbital energy**: -16.6 eV

XYZ file:
```
31
Properties=species:S:1:pos:R:3:forces:R:3
Pt 2.4357 0.2415 2.7039 -0.02 -1.30 -0.15
F -2.1866 -0.0979 -2.4184 0.05 0.09 0.16
O 2.1339 -0.3858 0.5149 -0.78 0.88 1.68
O 2.9022 -0.6346 -1.6285 -0.29 0.45 0.44
O -4.6358 0.8519 -0.2786 0.48 -0.08 -0.14
O -3.2875 -0.9752 -0.3648 0.00 0.17 -0.03
O -2.9865 0.8489 -1.7280 -0.17 -0.07 -0.23
C -2.5065 -0.9603 0.8434 0.13 -0.29 0.08
C -0.6695 0.8639 0.7936 -0.10 -0.41 -0.35
C 2.3395 0.9577 0.4702 2.05 -1.25 -2.46
C 1.4888 1.8665 -0.3200 -1.06 0.58 1.02
C -1.0466 -0.6122 0.5289 0.16 -0.07 -0.09
C -0.0200 1.6200 -0.3926 -0.06 0.11 -0.15
C 2.3907 -1.2003 -0.7527 0.76 -1.47 -1.84
C 1.9379 -2.6028 -0.6084 -0.18 0.08 0.78
C -3.7367 0.2305 -0.7319 -0.33 0.06 0.32
H 2.0934 -2.9438 0.4168 0.03 -0.06 -0.10
H -2.5700 -1.9705 1.2425 -0.14 0.03 -0.10
H 2.0105 1.8237 -1.3069 0.06 -0.17 0.21
H 2.5006 -3.2139 -1.3124 -0.10 0.08 -0.04
H -0.4776 2.6075 -0.4632 0.03 -0.06 -0.03
H -0.2667 1.1368 -1.3439 -0.02 -0.16 0.18
H 1.6602 2.8932 0.0346 0.32 -0.08 -0.16
H 3.4156 1.1468 0.3381 -0.13 0.41 0.42
H 0.8617 -2.6497 -0.8037 0.12 0.01 -0.15
H -0.8966 -0.8479 -0.5304 0.00 -0.01 0.10
H -2.9472 -0.2758 1.5745 -0.06 -0.05 -0.09
H -0.4064 -1.3032 1.0890 -0.03 0.13 0.06
H -1.5983 1.3836 1.0352 0.25 0.16 0.25
H -0.0158 0.8885 1.6935 -0.25 0.33 -0.06
H 2.0836 1.3130 1.7054 -0.72 1.96 0.47
```
Forces are in eV/Å.

=====

(6)
Molecular formula: C9H15N
Method: DFT, ωB97M-V with the def2-TZVPD basis set

**Kohn-Sham gap**: 9.4 eV
**Energy relative to the best compared isomer or geometry (same formula, charge and spin)**: 84.2 kcal/mol
**Net charge**: 0
**Highest occupied orbital energy**: -8.5 eV
**Structure (SMILES)**: [H]/N=C(\C)C(C)=C=CC(C)C

XYZ file:
```
25
Properties=species:S:1:pos:R:3:forces:R:3
N -3.6254 -0.3435 0.0037 -3.52 -2.48 1.35
C -2.5446 0.1970 -0.1120 3.43 3.18 -0.75
C -0.1423 0.1687 0.5734 3.92 1.77 1.72
C -1.4629 -1.8023 1.0234 1.98 -0.53 -0.47
C 2.2986 0.5261 -0.0456 -0.28 -2.08 2.13
C 1.8853 0.6012 -1.4691 2.02 0.85 0.92
C -1.3368 -0.4109 0.4920 0.93 -0.21 0.23
C -2.2235 1.5474 -0.7288 -0.92 0.15 -0.96
C 2.7571 -0.8814 0.3867 5.13 0.37 0.18
C 1.1716 0.6438 0.9205 -7.11 -0.89 -1.40
H -2.0619 1.4966 -1.8396 0.44 -0.33 1.04
H -4.4872 0.1566 -0.1703 0.30 0.35 -0.78
H -0.6948 -2.3466 0.4572 -0.51 -0.53 0.12
H -1.1586 -1.9189 2.0403 0.30 0.37 0.87
H 1.9984 -1.5387 0.0773 -0.69 -1.33 0.01
H 2.6843 0.4218 -2.1480 1.02 0.45 -0.53
H 1.4101 1.5229 -1.5853 -0.84 1.40 -0.88
H 3.8451 -1.2011 -0.0268 -2.48 0.61 0.12
H -1.3626 1.9154 -0.1779 0.00 0.54 -0.48
H 3.0492 -0.9135 1.4797 -1.15 -0.07 -0.97
H 2.9744 1.2292 0.3358 1.50 1.24 -0.30
H 1.2771 -0.1868 -1.6555 -2.52 -2.22 -0.53
H -3.0773 2.2331 -0.6918 0.09 -0.05 0.50
H -2.4054 -2.2628 0.9635 -1.27 -0.26 -0.62
H 1.2321 1.1469 1.8970 0.23 -0.28 -0.53
```
Forces are in eV/Å.

=====

(7)
Molecular formula: C9H15N2
Method: DFT, ωB97M-V with the def2-TZVPD basis set

**Kohn-Sham gap**: 10.8 eV
**Energy relative to the best compared isomer or geometry (same formula, charge and spin)**: 89.8 kcal/mol
**Net charge**: +1
**Highest occupied orbital energy**: -13.4 eV
**Structure (SMILES)**: CC#C[C@H](N)[N@@H+]1C[C@H]2C[C@H]2C1

XYZ file:
```
26
Properties=species:S:1:pos:R:3:forces:R:3
N 0.2385 0.3696 0.3784 3.51 0.34 3.02
N 2.2341 -0.8683 0.7960 3.71 0.53 0.27
C -0.3925 2.6895 0.7152 0.96 0.45 0.73
C 0.7809 1.7731 0.9516 1.53 0.41 1.06
C -0.8995 0.5874 -0.5257 0.76 1.46 1.64
C 1.3813 -0.4538 -0.1928 -1.46 -1.83 -3.32
C 0.6142 -1.7517 -0.8968 1.85 1.62 1.04
C -1.7065 2.2690 1.3224 -1.64 2.60 0.71
C -0.5866 -3.9106 -1.7492 -1.46 -0.68 2.56
C 0.2377 -2.8681 -1.2079 0.07 2.56 0.20
C -1.3899 1.9356 -0.0726 -1.12 0.10 -1.44
H 2.0001 0.2237 -0.8535 -1.34 -0.91 -0.01
H 1.7414 2.0762 0.3960 -1.62 -0.59 0.49
H -0.9141 -3.6760 -2.7057 -0.72 0.74 -1.77
H 1.1125 1.7749 2.1055 -0.90 -0.82 -2.62
H -1.9001 2.4497 -0.8479 -0.65 0.41 -0.44
H -1.5104 -4.0318 -1.0596 1.51 -0.04 -1.17
H -0.1748 3.7774 0.6439 -0.23 -1.06 -0.30
H -2.4340 3.1698 1.4705 1.35 -1.87 -0.41
H -1.8212 1.5785 2.1318 0.32 -0.61 0.18
H 2.0029 -1.7401 1.2038 -0.13 -0.94 0.38
H 0.1607 -0.1381 1.2828 -1.34 0.18 -0.78
H -0.0692 -4.8270 -1.8517 0.47 -1.14 0.25
H -0.4271 0.7225 -1.4754 -0.19 -0.39 -0.93
H 3.2639 -0.8811 0.4548 -2.51 -0.02 1.06
H -1.5424 -0.2501 -0.4137 -0.75 -0.52 -0.40
```
Forces are in eV/Å.

=====

(8)
Molecular formula: C9H15N2O
Method: DFT, ωB97M-V with the def2-TZVPD basis set

**Kohn-Sham gap**: 9.9 eV
**Energy relative to the best compared isomer or geometry (same formula, charge and spin)**: 55.6 kcal/mol
**Net charge**: +1
**Highest occupied orbital energy**: -13.1 eV
**Structure (SMILES)**: C[N@@H+]1CCN2C(=O)C=C[C@]2(C)C1

XYZ file:
```
27
Properties=species:S:1:pos:R:3:forces:R:3
O -3.0140 1.6031 -0.1338 -0.65 0.45 0.14
N -1.2721 0.2520 -0.5426 -0.57 -0.80 -0.65
N 1.6058 0.4156 -0.0621 0.83 -0.87 -2.11
C 0.6350 1.5338 -0.3417 1.29 1.83 0.29
C -2.7207 -0.5272 1.0985 3.12 -0.12 -1.60
C -0.4805 -1.9634 -1.1193 0.67 -0.62 -2.01
C 2.7203 0.9526 0.7683 -1.83 2.36 2.02
C -0.7035 -0.9562 -0.0867 2.17 1.76 3.36
C 0.8094 -0.5721 0.6774 -2.29 -2.96 -0.14
C -1.6605 -1.3676 1.0103 -1.25 -1.04 1.05
C -0.4775 1.1817 -1.2619 2.85 -4.16 -0.52
C -2.4415 0.5713 0.0812 -0.52 0.20 0.83
H 0.2280 1.6025 0.6704 -0.11 1.10 -0.15
H -3.4729 -0.4739 1.8233 -1.14 -0.16 0.62
H 2.4118 2.0798 0.8174 1.49 -2.03 0.41
H -1.0151 2.0160 -1.4680 -1.67 2.39 -1.19
H -0.9281 -1.5429 -2.0223 -0.65 -0.80 -0.04
H 1.1952 2.4707 -0.6716 -0.60 -1.35 0.50
H 0.5424 -2.1082 -1.4680 0.37 0.03 0.46
H 0.0294 0.6174 -2.1630 -1.34 1.43 0.98
H 3.6578 0.7935 0.3318 1.26 -0.10 -0.79
H 2.7120 0.5072 1.8016 -0.09 0.46 -1.16
H 0.7530 -0.2314 1.7190 -0.49 0.18 -0.45
H -1.5326 -2.3439 1.5962 -0.07 1.66 -0.91
H 2.0486 0.0278 -0.9681 -1.20 0.54 1.60
H -0.8380 -2.9360 -0.8098 -0.32 -0.17 -0.36
H 1.2082 -1.6024 0.7233 0.72 0.82 -0.17
```
Forces are in eV/Å.

=====

no.,molar mass (g mol⁻¹),DFT total energy (Eh)
1,202.69,-996.70097
2,186.76,-1101.60044
3,402.03,-1323.22440
4,419.02,-1466.72134
5,417.29,-946.26314
6,137.23,-406.55085
7,151.23,-461.05666
8,167.23,-536.37672